Molecular formula: C4H6N2
Method: DFT, the ωB97M-V functional and the def2-TZVPD basis

Last column: natural (NBO) charge in e.
Element x y z (Å)
N (-0.540, -1.838, -1.097)  -0.84
C (-0.488, -0.583, -0.512)  0.31
C (0.416, 0.383, -0.780)  -0.27
C (0.811, 1.290, 0.217)  -0.41
C (0.095, 1.024, 1.370)  0.04
N (-0.728, -0.025, 1.306)  -0.65
H (-1.020, -1.972, -1.985)  0.39
H (0.321, -2.381, -1.078)  0.37
H (0.501, 0.395, -1.866)  0.23
H (1.565, 2.056, 0.129)  0.22
H (0.188, 1.656, 2.265)  0.20
H (-1.292, -0.109, 2.169)  0.39

Results
Lowest unoccupied orbital energy, eV: 0.8
HOMO level, hartree: -0.2776
Energy, eV: -7222.3317
HOMO-LUMO gap, eV: 8.380
Energy above the lowest of the compared OMol25 structures with the same formula, charge and spin, eV: 3.259
Maximum force, Eh/bohr: 0.034